(a)
Density functional theory data (the ωB97M-V functional and the def2-TZVPD basis) for 13 unconnected molecules or ions with the total composition H26O13.

Geometry (Å):
1 H -0.860 -0.691 -0.298
2 H -0.574 0.632 0.393
3 H -4.542 -1.033 -3.452
4 H -3.379 -0.204 -3.972
5 H -1.414 1.116 3.006
6 H -0.169 1.434 2.193
7 H 4.101 0.643 0.144
8 H 5.124 -0.419 -0.224
9 H -4.182 -3.396 -0.807
10 H -5.286 -2.843 0.081
11 H -0.709 3.553 1.730
12 H -1.081 4.530 0.626
13 H -1.590 1.083 -2.480
14 H -0.973 2.448 -2.737
15 H 4.309 3.209 -0.681
16 H 2.894 3.203 -0.126
17 H -2.905 -2.602 -3.052
18 H -1.986 -2.739 -1.849
19 H 2.772 0.321 3.141
20 H 2.215 -0.338 1.890
21 H -0.499 -3.466 1.612
22 H -0.483 -2.066 2.202
23 H 2.292 2.882 2.959
24 H 2.723 3.553 1.665
25 H 1.259 -3.882 -1.585
26 H 2.460 -4.648 -1.056
27 O -0.136 -0.151 0.041
28 O -4.123 -0.170 -3.360
29 O -0.451 1.069 3.039
30 O 4.544 -0.139 0.493
31 O -4.741 -3.626 -0.056
32 O -0.405 3.890 0.880
33 O -1.823 1.999 -2.671
34 O 3.403 3.448 -0.907
35 O -2.903 -2.856 -2.122
36 O 2.555 0.502 2.220
37 O 0.055 -2.682 1.692
38 O 2.940 2.817 2.248
39 O 1.565 -4.381 -0.819

Values from the calculation:
E_LUMO ... -0.341 eV
E_HOMO ... -10.40 eV

***

(b)
Density functional theory data (the ωB97M-V functional and the def2-TZVPD basis) for a molecular structure, H26O13.

Geometry (Å):
1 O 0.915 1.990 1.590
2 H 1.405 1.417 1.000
3 H 1.545 2.231 2.270
4 O 0.454 -2.083 0.456
5 H 1.133 -1.716 1.023
6 H 0.245 -1.377 -0.155
7 O -0.653 -0.644 2.107
8 H -0.593 -1.219 2.870
9 H 0.238 -0.614 1.759
10 O -1.669 -0.943 -1.218
11 H -2.209 -1.011 -0.431
12 H -0.789 -0.755 -0.890
13 O -2.083 -0.868 0.736
14 H -2.799 -0.971 1.362
15 H -1.329 -0.622 1.272
16 O 2.485 -0.830 0.199
17 H 2.227 -1.130 1.071
18 H 2.654 -1.634 -0.292
19 O -0.028 -0.293 -0.255
20 H -0.565 0.341 0.221
21 H 0.817 0.144 -0.364
22 O -0.845 1.209 1.253
23 H -0.615 0.469 1.814
24 H -0.155 1.854 1.411
25 O 1.177 -0.923 -2.085
26 H 1.308 -1.488 -2.847
27 H 1.568 -1.407 -1.358
28 O -1.131 1.016 -1.981
29 H -1.455 0.182 -1.641
30 H -1.718 1.673 -1.605
31 O 0.731 0.879 -2.539
32 H -0.116 0.873 -2.092
33 H 1.026 -0.031 -2.505
34 O -2.497 1.261 -0.402
35 H -3.258 1.371 0.169
36 H -1.747 1.269 0.193
37 O 1.813 0.939 0.171
38 H 2.277 1.356 -0.554
39 H 2.234 0.085 0.266

Values from the calculation:
E_LUMO ... -1.423 eV
E_HOMO ... -6.49 eV

***

(c)
Density functional theory data (the ωB97M-V functional and the def2-TZVPD basis) for a molecular structure, H26O13.

Geometry (Å):
1 O -1.131 -0.292 1.896
2 H -1.450 -1.100 1.493
3 H -1.614 -0.228 2.720
4 O -0.905 -1.165 -2.652
5 H -1.084 -1.943 -2.124
6 H -1.321 -0.448 -2.172
7 O 2.100 1.905 0.497
8 H 2.072 2.728 0.008
9 H 2.089 1.225 -0.176
10 O 1.093 -1.599 -1.629
11 H 1.332 -1.300 -0.752
12 H 1.117 -2.554 -1.572
13 O -0.049 0.422 -0.213
14 H 0.436 0.099 0.546
15 H -0.817 -0.147 -0.267
16 O -2.816 0.114 -2.244
17 H -2.244 0.131 -1.477
18 H -3.373 0.885 -2.146
19 O -0.958 1.578 2.461
20 H -0.886 0.706 2.072
21 H -0.062 1.804 2.710
22 O -1.848 -0.363 -0.429
23 H -2.500 0.144 0.055
24 H -1.977 -1.264 -0.132
25 O -0.177 2.594 -0.470
26 H 0.333 3.039 0.207
27 H 0.168 1.701 -0.482
28 O -0.584 -1.902 0.261
29 H -0.284 -2.148 -0.614
30 H 0.114 -2.197 0.846
31 O 1.457 -1.209 0.395
32 H 2.259 -1.670 0.642
33 H 1.380 -0.502 1.037
34 O 1.606 0.217 1.780
35 H 1.418 0.549 2.658
36 H 1.817 0.998 1.269
37 O 1.887 0.633 -1.048
38 H 2.126 0.663 -1.975
39 H 1.280 -0.104 -0.981

Values from the calculation:
E_LUMO ... -0.303 eV
E_HOMO ... -8.96 eV

***

(d)
Density functional theory data (the ωB97M-V functional and the def2-TZVPD basis) for 13 unconnected molecules or ions with the total composition H26O13.

Geometry (Å):
1 H 0.558 -0.257 -0.056
2 H -1.015 0.032 0.055
3 H -1.156 -3.243 -1.467
4 H -0.542 -1.754 -1.665
5 H 1.231 -2.093 -0.305
6 H 2.651 -1.924 -0.334
7 H -2.205 3.382 -0.159
8 H -0.816 2.799 -0.363
9 H 2.425 0.031 3.319
10 H 2.593 1.235 2.657
11 H -1.055 1.485 -2.179
12 H -2.461 1.269 -1.404
13 H 2.609 -0.843 -1.999
14 H 1.824 -1.495 -3.082
15 H -1.378 -2.363 0.698
16 H -1.353 -2.444 2.281
17 H 0.426 -0.371 2.578
18 H -0.132 -1.194 1.502
19 H -4.889 1.778 1.506
20 H -4.146 1.435 0.231
21 H 3.880 0.913 -0.039
22 H 4.220 1.856 1.086
23 H -4.798 -0.503 1.258
24 H -4.371 -1.393 0.000
25 H 3.300 1.663 -1.783
26 H 4.719 2.351 -1.624
27 O -0.267 0.125 -0.543
28 O -1.372 -2.337 -1.495
29 O 2.069 -2.677 -0.390
30 O -1.361 3.566 -0.555
31 O 2.884 0.374 2.512
32 O -1.739 0.812 -1.823
33 O 1.864 -1.404 -2.195
34 O -0.858 -2.638 1.428
35 O 0.420 -0.437 1.554
36 O -4.649 2.126 0.668
37 O 4.159 0.981 0.876
38 O -5.106 -0.932 0.414
39 O 3.836 2.087 -1.163

Values from the calculation:
E_LUMO ... -0.427 eV
E_HOMO ... -9.81 eV

***

The most stable of them is (a).

***

(a)
Density functional theory data (the ωB97M-V functional and the def2-TZVPD basis) for 13 unconnected molecules or ions with the total composition H26O13.

Geometry (Å):
1 O -1.670 -1.117 2.333
2 H -1.131 -0.328 2.136
3 H -2.577 -0.800 2.303
4 O 0.327 -2.182 1.139
5 H 0.908 -2.827 1.565
6 H -0.516 -2.258 1.615
7 O -3.170 1.216 -1.637
8 H -3.477 0.993 -2.523
9 H -2.956 0.371 -1.230
10 O 2.101 -0.210 2.627
11 H 1.379 -0.797 2.362
12 H 2.134 -0.275 3.587
13 O -1.290 2.631 -0.305
14 H -2.095 2.280 -0.728
15 H -1.038 3.383 -0.852
16 O 3.259 0.215 -0.884
17 H 2.441 -0.308 -0.967
18 H 3.909 -0.276 -1.394
19 O 0.215 0.258 -0.569
20 H 0.084 -0.355 0.169
21 H -0.295 1.045 -0.313
22 O 2.478 2.114 1.199
23 H 2.217 1.228 1.512
24 H 2.650 2.619 2.000
25 O 1.127 1.970 -2.483
26 H 0.735 2.001 -3.362
27 H 0.624 1.279 -2.010
28 O -0.824 1.555 2.291
29 H -0.200 1.947 2.909
30 H -0.822 2.146 1.519
31 O 1.703 -2.175 -1.311
32 H 2.382 -2.758 -0.957
33 H 0.959 -2.249 -0.688
34 O -0.652 -1.419 -2.823
35 H 0.226 -1.127 -2.543
36 H -1.187 -1.437 -2.005
37 O -2.355 -2.050 -0.810
38 H -2.341 -2.573 -0.001
39 H -3.260 -1.727 -0.872

Values from the calculation:
E_LUMO ... -0.340 eV
E_HOMO ... -9.53 eV

***

(b)
Density functional theory data (the ωB97M-V functional and the def2-TZVPD basis) for a molecular structure, H26O13.

Geometry (Å):
1 H -0.239 -0.911 -0.988
2 H 0.321 -0.381 0.322
3 H 1.895 1.361 2.155
4 H 2.890 2.023 3.093
5 H -2.000 -1.512 0.127
6 H -2.200 -0.274 0.986
7 H 4.712 -1.852 -1.405
8 H 3.238 -2.219 -1.436
9 H 1.394 -3.644 -2.695
10 H 2.354 -3.426 -3.853
11 H -1.185 -2.550 -2.981
12 H -0.557 -3.439 -1.920
13 H -3.513 1.440 -0.864
14 H -4.040 0.510 -1.945
15 H -1.919 2.002 -1.064
16 H -1.933 3.116 -2.098
17 H -0.368 2.860 0.180
18 H 0.608 4.025 0.221
19 H -0.951 2.833 3.708
20 H 0.254 2.921 2.785
21 H 0.900 -0.641 4.306
22 H -0.241 -0.637 5.309
23 H 0.050 -1.914 1.075
24 H 1.208 -2.897 1.116
25 H 1.005 -0.471 -3.046
26 H 2.036 -0.269 -1.948
27 O 0.506 -0.420 -0.623
28 O 2.288 2.215 2.366
29 O -2.642 -1.082 0.703
30 O 4.013 -2.235 -0.863
31 O 1.474 -3.188 -3.541
32 O -0.761 -3.407 -2.862
33 O -4.326 1.039 -1.192
34 O -2.141 2.933 -1.174
35 O -0.334 3.823 0.176
36 O -0.435 3.461 3.189
37 O 0.009 -0.300 4.442
38 O 0.782 -2.203 1.632
39 O 1.101 -0.142 -2.145

Values from the calculation:
E_LUMO ... -0.787 eV
E_HOMO ... -9.77 eV

***

(c)
Density functional theory data (the ωB97M-V functional and the def2-TZVPD basis) for 13 unconnected molecules or ions with the total composition H26O13.

Geometry (Å):
1 H -0.289 -0.655 -0.136
2 H 0.957 0.195 0.048
3 H -1.135 2.209 3.419
4 H -0.201 1.471 2.473
5 H -3.019 0.845 -1.543
6 H -2.644 1.405 -0.181
7 H 1.157 -3.699 0.111
8 H 1.526 -2.990 -1.182
9 H -1.785 3.719 -0.829
10 H -2.244 3.018 0.438
11 H 2.723 3.198 -0.361
12 H 1.469 3.858 -0.911
13 H 4.490 -0.628 -0.062
14 H 5.312 -1.742 0.566
15 H -4.314 -1.341 0.623
16 H -3.060 -1.728 1.388
17 H 3.141 -3.434 -2.028
18 H 2.937 -2.119 -1.293
19 H -4.818 -2.457 -1.595
20 H -3.460 -1.852 -1.279
21 H 4.355 2.269 0.608
22 H 3.388 3.278 1.205
23 H -1.331 1.813 -2.417
24 H -0.272 2.118 -1.371
25 H -1.010 -3.036 1.683
26 H -0.738 -3.005 3.178
27 O 0.570 -0.650 0.302
28 O -0.866 1.322 3.155
29 O -3.278 1.514 -0.899
30 O 0.768 -3.234 -0.639
31 O -2.571 3.364 -0.400
32 O 1.985 3.762 -0.103
33 O 5.018 -1.402 -0.287
34 O -3.413 -1.656 0.494
35 O 2.759 -2.555 -2.134
36 O -4.402 -1.649 -1.273
37 O 3.504 2.333 1.055
38 O -0.383 1.749 -2.254
39 O -0.826 -3.611 2.433

Values from the calculation:
E_LUMO ... -0.322 eV
E_HOMO ... -9.75 eV

***

(d)
Density functional theory data (the ωB97M-V functional and the def2-TZVPD basis) for 13 unconnected molecules or ions with the total composition H26O13.

Geometry (Å):
1 H 0.266 0.303 -0.067
2 H -0.920 1.134 0.581
3 H -3.005 -3.901 2.276
4 H -1.757 -3.869 1.365
5 H -0.083 -1.890 -1.528
6 H -0.984 -0.592 -1.578
7 H -1.162 -3.353 -1.565
8 H -0.163 -4.239 -2.321
9 H 2.847 -2.783 -4.192
10 H 2.653 -1.879 -3.063
11 H -2.459 4.231 -1.072
12 H -2.477 4.341 -2.570
13 H 0.901 3.840 -1.113
14 H 0.953 4.885 -0.015
15 H 1.090 -0.954 2.216
16 H 0.132 -1.728 2.998
17 H 3.314 3.621 1.824
18 H 2.565 3.995 0.474
19 H -3.713 -0.541 1.725
20 H -3.913 0.911 1.737
21 H 2.953 -2.476 1.620
22 H 2.343 -3.268 0.565
23 H -0.645 -0.127 2.656
24 H -1.260 0.720 3.663
25 H 1.108 0.749 -2.015
26 H 1.165 2.220 -2.364
27 O -0.648 0.314 0.250
28 O -2.651 -4.340 1.476
29 O -0.138 -0.935 -1.499
30 O -0.251 -3.465 -1.857
31 O 2.908 -1.856 -3.960
32 O -2.995 4.660 -1.758
33 O 1.314 4.625 -0.900
34 O 0.713 -1.895 2.248
35 O 3.031 4.367 1.279
36 O -3.334 0.227 2.116
37 O 2.392 -3.311 1.512
38 O -0.637 0.737 2.926
39 O 0.547 1.523 -2.072

Values from the calculation:
E_LUMO ... -0.226 eV
E_HOMO ... -10.26 eV

***

The most stable of them is (a).